Entry 1:
Density functional theory data (ωB97M-V/def2-TZVPD) for the ion C4H11N2O with charge -1.

Values from the calculation:
SMILES: C[C@H](N)CNC[O-]
DFT total energy: -343.74991 Ha
Gap between HOMO and LUMO: 7.1 eV
ΔE to the lowest compared entry with this formula, charge and spin: 55.8 kJ/mol
Charge: -1

Atoms and positions in Å:
H 0.15180 -1.96184 -0.07490
N -0.05833 0.94157 -1.29730
N 0.04574 -1.45673 0.80100
H -1.29947 1.65621 0.19224
H 1.68966 0.68997 -2.41028
H -1.24304 0.32536 2.57050
H -1.62705 -0.78835 -0.24518
C -0.99410 -0.42811 0.57400
C -0.47203 0.93962 0.10884
H -2.71655 0.33080 1.62648
C 1.29078 0.18570 -1.49370
O 2.12883 0.22522 -0.47685
H 0.21850 1.90273 -1.48144
H -2.05961 -1.20449 2.29172
H 0.35934 1.21230 0.77289
C -1.81073 -0.24704 1.83534
H 0.94982 -0.95746 0.80515
H 0.93124 -0.81522 -1.81049

Forces on atoms 1 to 3 (eV/Å):
H -0.1 -0.1 0.1
N 0.6 0.2 0.2
N 0.4 0.4 -0.3

Atomic partial charges in e from the natural (NBO) method, atoms 1 to 8:
1. H 0.348
2. N -0.699
3. N -0.883
4. H 0.165
5. H 0.069
6. H 0.192
7. H 0.168
8. C -0.067


Entry 2:
Density functional theory data (ωB97M-V/def2-TZVPD) for the molecule CH9NSi2.

Values from the calculation:
SMILES: C[SiH2][SiH2]N
DFT total energy: -677.18931 Ha
Gap between HOMO and LUMO: 10.1 eV
ΔE to the lowest compared entry with this formula, charge and spin: 24.8 kJ/mol
Charge: 0

Atoms and positions in Å:
H -1.14889 -1.09964 -1.68033
Si 1.04076 -0.44316 -0.90332
H 1.46821 1.98727 1.08768
Si 0.38815 1.28081 0.37705
H -1.13211 -1.17642 -0.12181
C -0.58660 -1.50415 -0.94760
H 2.10250 -1.20842 -0.54933
H -0.22785 0.46456 2.55570
H -0.25066 -2.57921 -0.98164
H -0.59401 2.25539 -0.31757
N -0.75032 0.69990 1.73667
H -1.46917 1.30701 1.96705
H 1.15999 0.01607 -2.22255

Forces on atoms 1 to 3 (eV/Å):
H -1.7 0.5 -3.3
Si -3.5 -0.3 -0.3
H 0.3 0.3 -0.2

Atomic partial charges in e from the natural (NBO) method, atoms 1 to 8:
1. H 0.226
2. Si 0.632
3. H -0.177
4. Si 0.795
5. H 0.247
6. C -1.014
7. H -0.159
8. H 0.369


Entry 3:
Density functional theory data (ωB97M-V/def2-TZVPD) for a structure of composition C31H47NO9PPbS4Si.

Values from the calculation:
DFT total energy: -4358.19244 Ha
Gap between HOMO and LUMO (alpha / beta): 5.6 / 5.9 eV
ΔE to the lowest compared entry with this formula, charge and spin: 231.9 kJ/mol
Charge: -2
Multiplicity: 2

Atoms and positions in Å:
O -3.24243 0.95636 -3.54131
Si 2.56304 -0.72510 1.00230
H 2.29727 -3.78698 -0.01193
H 2.16309 1.02674 -1.90169
S -1.23067 -2.78359 -1.14706
C 2.47969 -1.49335 -2.89020
H 1.49784 -1.03798 -3.01588
H 4.48222 1.02308 4.42884
S -3.70309 -0.58604 -1.39143
H 4.64332 -2.44554 -1.56478
C -2.12441 0.34351 5.42803
H -5.29592 6.23788 0.36790
H 3.69073 0.97607 -2.81033
C -4.75587 5.39221 -0.04544
C -3.92878 3.47214 3.02005
C -4.41579 4.47191 2.23771
O -1.03655 -1.46778 -1.98777
H -2.35220 -3.45970 -5.23610
H 4.17759 -3.81573 3.25960
C -3.89236 4.13786 -1.90963
H 3.93522 -3.92652 0.67951
H 3.81383 -0.53347 3.86699
H 3.70648 1.14714 -1.03387
H 5.20958 -1.08905 -2.57092
C -1.93125 -1.00634 3.45515
C -3.19480 2.39996 2.43109
H 6.57882 0.36815 3.22362
H -2.91589 -1.15317 -5.91702
Pb -1.58768 0.09584 0.41013
H -4.69020 2.44005 -5.11006
C -2.67177 1.27555 3.25861
O -1.98224 -1.00141 -4.12294
H 2.83745 -4.96769 3.47496
H 0.57886 -4.42461 2.44591
H -4.11852 3.47912 4.08245
H 5.41134 2.66542 2.83313
C 4.83309 2.19947 2.02955
C -2.32808 0.05934 2.65529
O 2.55323 -1.24119 -0.53108
H -3.78265 4.01194 -2.98046
C 3.21818 -0.83774 -1.73297
C -3.09974 -1.46582 -4.88422
C 4.64599 0.70613 2.29794
O 3.95787 0.17285 1.17841
H 5.35394 2.34755 1.08041
H -5.00979 5.98310 -2.07953
H 5.84305 -1.07179 2.47313
C 3.09164 -3.91235 3.34575
H 2.72103 -5.19500 0.98906
O 2.86616 -1.99963 2.00386
H -1.54990 -1.72790 5.44265
H -1.83950 1.32848 -5.01980
H 3.85119 2.67384 1.96828
H 0.41586 -3.06001 1.33069
C 4.65919 -1.35705 -1.66514
C 3.91784 0.52606 3.63471
S -0.78236 1.21619 -2.19859
H 3.05163 -1.38017 -3.81580
C 3.19762 0.68158 -1.87934
H 0.59950 -2.74851 3.06289
H -3.30175 -3.28109 -3.75918
H 5.15897 -0.92931 -0.79316
H -1.68250 -1.94992 2.97802
C 0.90628 -3.40092 2.24123
C -4.22686 4.42418 0.83718
H -4.12283 -3.29592 -5.34878
C -3.23009 -2.97509 -4.80083
C -3.79303 2.04310 -5.59446
H -2.38362 2.73733 -4.11254
C -4.59663 5.24909 -1.39678
O 0.02246 -3.50239 -1.24988
C -3.50181 3.32126 0.32404
H 6.57250 0.18442 1.45214
H -3.44152 2.76421 -6.33936
N -2.98131 2.36384 1.13761
C 6.00295 0.00350 2.36755
H -2.82412 2.34308 -1.48891
S 0.91813 0.42960 1.61577
H -1.99428 0.47456 6.49634
H -2.69399 2.36831 5.12814
C 2.87331 -4.12050 0.85308
O -1.42178 -2.26640 0.24994
H 2.76018 -3.35602 4.22626
C -2.53589 1.41050 4.64718
H -4.06852 1.11247 -6.09622
P -2.18072 -0.21470 -2.70032
H -4.01255 -0.98026 -4.53954
C -2.71828 1.78467 -4.54521
O -2.37376 -3.53210 -1.61836
H 2.91628 0.95531 3.57386
C -3.34520 3.20146 -1.07712
C 2.41868 -3.34913 2.09401
C -1.85607 -0.88310 4.83436
H 2.31626 -2.55075 -2.67396
H -4.95988 5.30242 2.67462

Forces on atoms 1 to 3 (eV/Å):
O 0.2 0.0 0.2
Si -0.1 0.5 0.6
H 0.1 -0.1 0.0

Atomic partial charges in e from the Löwdin method, atoms 1 to 8:
1. O -0.496
2. Si -0.126
3. H 0.069
4. H 0.047
5. S 0.302
6. C -0.023
7. H 0.071
8. H 0.079